1.
# C14H29Cl2O7P2

2 unconnected molecules or ions with the total composition C14H29Cl2O7P2 (the ωB97M-V functional and the def2-TZVPD basis, the OMol25 dataset).

```
54
Properties=species:S:1:pos:R:3
C -2.763 -2.135 2.071
O -3.926 -1.365 1.988
C -3.760 -0.137 1.298
C -3.556 -0.312 -0.217
C -2.332 0.363 -0.870
C -0.994 0.272 -0.104
C -0.020 -0.729 -0.771
P 0.970 -1.693 0.372
C 2.140 -0.754 1.354
P 1.541 0.526 2.511
O 1.086 1.721 1.812
O 0.443 -0.184 3.408
O 2.777 0.701 3.492
C 1.893 -2.936 -0.640
Cl 3.636 -2.900 -0.309
C 1.322 -4.345 -0.452
C -0.106 -4.471 -0.974
Cl 1.414 -4.815 1.268
H -2.995 -3.030 2.645
H -1.961 -1.585 2.586
H -2.397 -2.450 1.079
H -4.681 0.412 1.483
H -2.952 0.441 1.767
H -3.559 -1.380 -0.455
H -4.440 0.090 -0.714
H -2.197 -0.116 -1.845
H -2.552 1.406 -1.099
H -1.158 -0.024 0.933
H -0.515 1.245 -0.078
H -0.581 -1.457 -1.367
H 0.697 -0.243 -1.443
H 0.138 -2.431 1.210
H 2.715 -1.489 1.929
H 2.837 -0.274 0.660
H 0.698 -1.015 3.835
H 3.241 1.535 3.314
H 1.774 -2.632 -1.682
H 1.980 -5.024 -0.993
H -0.836 -4.109 -0.248
H -0.332 -5.515 -1.180
H -0.218 -3.919 -1.911
C 2.194 3.540 -0.529
C 1.882 4.306 -1.785
C 0.627 5.158 -1.746
O 0.169 5.095 -3.101
C 0.629 3.949 -3.653
O 0.277 3.497 -4.690
O 1.553 3.377 -2.837
H 2.307 4.210 0.323
H 1.385 2.845 -0.310
H 3.117 2.971 -0.646
H 2.734 4.901 -2.122
H 0.799 6.193 -1.465
H -0.140 4.721 -1.099
```

Values from the calculation:
**Charge**: +1
**Gap between HOMO and LUMO**: 9.619 eV
**Highest occupied orbital energy**: -12.58 eV
**Multiplicity**: 1


2.
# C30H79N5O12

7 unconnected molecules or ions with the total composition C30H79N5O12 in a non-equilibrium geometry (the ωB97M-V functional and the def2-TZVPD basis, the OMol25 dataset).

```
126
Properties=species:S:1:pos:R:3
C 10.439 9.508 9.111
O 11.057 10.166 10.245
C 12.515 10.286 10.172
C 12.958 10.677 11.636
N 12.456 9.844 12.743
C 12.826 8.422 12.646
C 12.132 7.560 13.754
O 10.773 7.879 13.701
C 10.072 6.918 14.629
H 9.445 9.253 9.479
H 10.971 8.571 8.946
H 10.374 10.149 8.232
H 12.782 11.049 9.440
H 13.023 9.429 9.729
H 12.689 11.724 11.775
H 14.035 10.838 11.610
H 11.454 9.954 12.681
H 13.900 8.517 12.804
H 12.682 7.943 11.678
H 12.510 7.906 14.717
H 12.324 6.488 13.739
H 10.528 6.747 15.604
H 9.791 6.025 14.071
H 9.085 7.332 14.838
C 11.351 6.131 23.123
O 10.407 7.088 22.662
C 9.091 6.672 22.910
C 8.221 7.858 22.638
N 8.146 8.162 21.261
C 7.265 9.326 21.028
C 7.252 9.758 19.545
O 6.254 10.743 19.332
C 6.282 11.201 17.980
H 12.255 6.560 22.690
H 11.183 5.180 22.618
H 11.400 6.163 24.212
H 8.942 6.279 23.916
H 8.851 5.862 22.222
H 8.628 8.695 23.205
H 7.269 7.505 23.036
H 9.003 8.133 20.728
H 7.704 10.133 21.615
H 6.261 9.177 21.427
H 7.135 8.914 18.866
H 8.204 10.242 19.325
H 5.543 12.002 17.989
H 5.980 10.483 17.218
H 7.194 11.716 17.681
C 7.292 10.187 12.577
O 8.030 11.162 13.358
C 9.119 11.754 12.622
C 9.946 12.745 13.469
N 8.980 13.535 14.059
C 9.428 14.088 15.300
C 8.307 14.932 15.914
O 7.370 14.079 16.582
C 6.194 14.824 16.876
H 6.598 9.635 13.210
H 7.912 9.380 12.188
H 6.687 10.703 11.831
H 8.789 12.261 11.715
H 9.809 10.977 12.291
H 10.617 13.343 12.852
H 10.670 12.322 14.165
H 8.170 12.939 14.148
H 10.230 14.799 15.100
H 9.759 13.341 16.022
H 7.964 15.539 15.076
H 8.745 15.538 16.706
H 5.955 15.446 16.014
H 6.320 15.371 17.811
H 5.396 14.124 17.127
C 12.418 13.455 19.148
O 13.365 12.956 18.300
C 12.901 13.050 16.957
C 13.971 12.428 15.989
N 14.418 10.986 16.270
C 13.323 10.112 16.592
C 14.007 8.776 16.977
O 14.670 8.992 18.278
C 15.357 7.794 18.754
H 12.951 13.575 20.091
H 11.549 12.823 19.330
H 12.003 14.446 18.964
H 12.628 14.084 16.743
H 11.987 12.462 16.879
H 14.903 12.962 16.177
H 13.640 12.630 14.970
H 15.113 10.888 16.997
H 12.731 9.996 15.684
H 12.714 10.414 17.444
H 14.716 8.521 16.189
H 13.337 7.918 17.021
H 16.189 7.430 18.151
H 14.690 6.931 18.758
H 15.707 8.023 19.760
C 11.455 13.622 23.059
O 11.115 12.214 23.187
C 12.137 11.289 23.611
C 11.574 9.907 23.257
N 11.788 9.390 21.899
C 11.011 10.239 20.955
C 11.081 9.675 19.518
O 10.348 8.453 19.399
C 10.388 7.815 18.157
H 12.473 13.648 22.670
H 11.562 13.997 24.077
H 10.741 14.229 22.503
H 12.229 11.318 24.697
H 13.089 11.460 23.108
H 10.510 9.840 23.483
H 12.017 9.157 23.912
H 11.406 8.455 21.909
H 11.490 11.214 20.869
H 9.984 10.394 21.287
H 12.127 9.540 19.245
H 10.693 10.337 18.745
H 11.379 7.368 18.075
H 10.139 8.494 17.342
H 9.573 7.098 18.058
O 15.352 10.184 13.697
H 14.559 10.158 13.162
H 15.059 10.523 14.543
O 10.047 10.088 15.339
H 10.345 9.436 14.705
H 9.339 10.552 14.892
```

Values from the calculation:
**Gap between HOMO and LUMO**: 8.495 eV
**Highest occupied orbital energy**: -7.92 eV
**Structure (SMILES)**: COCCNCCOC.COCCNCCOC.COCCNCCOC.COCCNCCOC.COCCNCCOC.O.O
**Multiplicity**: 1


3.
# C6H12O

C6H12O in the gas phase in a non-equilibrium geometry (the ωB97M-V functional and the def2-TZVPD basis, the OMol25 dataset).

```
19
Properties=species:S:1:pos:R:3
C 1.988 -0.590 -0.335
C 0.577 -0.436 0.164
O 0.652 -0.477 1.614
C 0.073 1.007 -0.768
C -1.064 1.349 0.145
C -1.770 -0.023 0.306
C -0.741 -1.131 -0.108
H 2.408 0.401 -0.114
H 1.974 -0.729 -1.413
H 2.638 -1.324 0.159
H 1.520 -0.817 1.893
H 0.857 1.759 -0.936
H -0.337 0.835 -1.803
H -0.568 1.637 1.073
H -1.749 2.152 -0.147
H -2.653 -0.095 -0.334
H -2.092 -0.139 1.343
H -0.784 -1.318 -1.180
H -0.929 -2.061 0.440
```

Values from the calculation:
**Gap between HOMO and LUMO**: 10.165 eV
**Highest occupied orbital energy**: -9.26 eV
**Structure (SMILES)**: CC1(O)CCCC1
**Multiplicity**: 1


4.
# C37H30Cl3N4O5RhTe

A molecular structure, C37H30Cl3N4O5RhTe in a non-equilibrium geometry (the ωB97M-V functional and the def2-TZVPD basis, the OMol25 dataset).

```
81
Properties=species:S:1:pos:R:3
Rh 0.776 1.862 1.297
O 7.916 0.848 -1.234
N 7.285 0.763 -0.202
O 7.734 0.350 0.848
C 5.867 1.157 -0.246
C 5.337 1.342 -1.479
C 3.965 1.670 -1.656
C 3.386 1.948 -2.908
C 2.058 2.289 -2.968
C 1.301 2.307 -1.795
N 1.821 2.017 -0.618
C 3.138 1.733 -0.528
C 3.700 1.551 0.773
N 2.852 1.686 1.811
C 3.299 1.637 3.051
C 4.660 1.502 3.320
C 5.546 1.337 2.282
C 5.075 1.317 0.951
H 5.981 1.233 -2.340
H 3.991 1.911 -3.805
H 1.590 2.541 -3.909
H 0.254 2.585 -1.803
H 2.560 1.719 3.838
H 5.011 1.533 4.341
H 6.598 1.229 2.483
Cl -4.343 4.438 1.675
C -2.661 4.729 1.266
Cl -1.975 5.940 2.346
Cl -2.552 5.280 -0.426
C -1.805 3.411 1.333
O -2.415 2.350 1.472
O -0.562 3.616 1.225
C -5.367 -2.490 -4.271
C -4.460 -1.901 -3.229
C -4.283 -0.527 -3.125
C -3.453 0.036 -2.160
C -3.297 1.536 -2.091
C -2.763 -0.842 -1.331
Te -1.249 0.060 0.043
N -0.171 0.130 1.841
C -0.490 0.419 3.112
O 0.077 1.431 3.584
C -1.326 -0.513 3.911
C -2.476 -1.101 3.388
C -3.180 -2.030 4.132
C -2.732 -2.387 5.397
C -1.594 -1.797 5.925
C -0.897 -0.850 5.192
C 0.271 -1.262 -0.655
C 0.933 -2.066 0.273
C 1.931 -2.935 -0.135
C 2.269 -3.009 -1.479
C 1.604 -2.220 -2.400
C 0.600 -1.333 -2.012
C -0.106 -0.534 -3.077
C -2.962 -2.224 -1.341
C -2.311 -3.173 -0.371
C -3.805 -2.731 -2.324
H -5.743 -1.724 -4.947
H -6.219 -2.981 -3.799
H -4.839 -3.243 -4.856
H -4.808 0.137 -3.803
H -4.207 2.025 -2.435
H -2.482 1.870 -2.740
H -3.101 1.874 -1.075
H -2.847 -0.791 2.419
H -4.079 -2.479 3.730
H -3.275 -3.123 5.975
H -1.247 -2.074 6.911
H -0.012 -0.374 5.594
H 0.645 -2.022 1.313
H 2.430 -3.560 0.594
H 3.047 -3.687 -1.807
H 1.858 -2.288 -3.452
H 0.598 -0.204 -3.842
H -0.610 0.340 -2.662
H -0.864 -1.149 -3.568
H -2.114 -2.691 0.588
H -1.361 -3.541 -0.764
H -2.955 -4.033 -0.198
H -3.962 -3.803 -2.370
```

Values from the calculation:
**Charge**: +1
**Gap between HOMO and LUMO (alpha / beta)**: 6.104 / 6.572 eV
**Highest occupied orbital energy (alpha / beta)**: -10.66 / -11.25 eV
**<S²>**: 0.972
**Multiplicity**: 2